This record from OMol25 describes 2 unconnected molecules or ions with the total composition C18H19N2S2 at a distorted geometry. The level of theory is ωB97M-V with the def2-TZVPD basis set.

Summary:
Lowest unoccupied orbital energy = -4.74 eV
ΔE to the lowest compared entry with this formula, charge and spin = 0.00 kcal per mole
Frontier orbital gap = 6.050 eV

Geometry as ORCA input:
```
! RIJCOSX wB97M-V def2-TZVPD def2/J DEFGRID3
* xyz 1 1
C -1.187 -0.094 7.494
H 0.564 -0.075 8.713
N 0.043 -0.176 5.574
H -2.096 -0.064 9.431
C -3.526 -0.137 7.757
H -1.353 2.147 2.428
H 3.167 2.118 1.682
C 0.866 -0.141 6.625
H -2.615 -0.320 4.409
C -3.959 -0.011 1.935
C 0.326 -0.017 2.423
H 3.320 -1.344 3.431
C -2.266 -0.095 8.357
H -3.812 2.152 2.100
C -2.535 -0.236 5.502
H -4.413 -0.116 8.373
H -5.047 -0.010 1.848
C -3.247 -1.221 1.881
H 3.245 -2.169 1.852
H 4.486 -0.018 1.747
H 2.796 -0.210 5.738
C 3.389 -0.025 1.680
H 2.672 0.779 7.238
S 1.116 -1.516 2.520
C -3.263 1.199 2.081
H 2.658 -1.022 7.337
H -1.323 -2.190 2.049
C -1.260 -0.156 6.083
C 2.917 -1.275 2.408
H 3.378 1.424 3.312
C 2.911 1.264 2.328
N 0.164 -0.090 7.783
H -3.787 -2.170 1.743
C -3.653 -0.210 6.353
C -1.869 1.200 2.229
S 1.119 1.479 2.602
C 2.351 -0.150 6.735
H -4.650 -0.248 5.916
C -1.142 -0.014 2.194
H 3.073 -0.062 0.628
C -1.851 -1.228 2.023
*
```

This record from OMol25 describes a single C18H19N5O4S molecule at a distorted geometry. The level of theory is ωB97M-V with the def2-TZVPD basis set.

Summary:
Lowest unoccupied orbital energy = 0.17 eV
ΔE to the lowest compared entry with this formula, charge and spin = 0.19 kcal per mole
Frontier orbital gap = 8.655 eV

Geometry as ORCA input:
```
! RIJCOSX wB97M-V def2-TZVPD def2/J DEFGRID3
* xyz 0 1
C -0.235 -3.910 -0.545
H 1.237 -5.254 -4.314
O -0.179 -0.336 -0.272
H 0.621 -3.719 -4.947
N -0.451 2.808 1.687
N -0.741 -4.215 0.665
H 0.330 -1.253 -3.967
H -0.643 3.636 3.570
N -1.010 -3.282 1.456
C 0.699 -3.833 -2.824
C 0.233 -0.347 2.490
H 1.480 3.598 1.907
H 1.374 2.321 3.952
O -2.404 2.206 0.743
C 0.824 2.830 -2.304
C 0.982 2.626 1.806
H 1.957 -1.317 -3.290
C -0.256 2.260 -2.911
N 0.167 0.815 3.182
C -1.029 1.480 3.650
H 1.353 2.128 0.913
C -1.097 -1.032 2.139
S 0.195 -5.090 -1.730
H -0.367 2.039 -3.952
H -1.530 -1.550 2.995
H 1.762 3.176 -2.691
H -0.960 1.599 4.738
H 2.248 -3.801 -4.280
N -0.822 -2.015 1.119
O 1.291 -0.838 2.159
H -2.166 3.131 2.796
H 2.190 1.160 2.877
C -0.302 -1.531 -0.089
C -1.213 2.451 0.611
C -0.607 2.460 -0.721
C -1.192 2.024 -1.885
H -2.163 1.584 -1.968
C 0.897 -1.324 -3.039
C 1.231 -4.178 -4.168
C -1.123 2.862 2.967
O 0.623 2.957 -0.988
C 0.007 -2.612 -0.997
H -1.792 -0.295 1.723
H -1.912 0.888 3.426
C 1.278 1.735 3.036
C 0.544 -2.575 -2.308
H 0.672 -0.463 -2.417
*
```

This record from OMol25 describes a molecular structure, C18H20AuCl2FN3O3 at a distorted geometry. The level of theory is ωB97M-V with the def2-TZVPD basis set.

Summary:
Lowest unoccupied orbital energy (spin up / spin down) = -9.07 / -12.63 eV
Frontier orbital gap (spin up / spin down) = 8.122 / 4.355 eV
Expectation value of S² = 2.04

Geometry as ORCA input:
```
! RIJCOSX wB97M-V def2-TZVPD def2/J DEFGRID3
* xyz 3 3
H 8.531 -1.138 -2.768
H 10.639 -2.200 0.111
O 0.982 -0.676 4.093
H 5.843 -0.361 6.279
H 7.206 0.106 2.139
F 6.168 -0.130 -2.239
C 3.435 -0.044 3.353
C 8.704 0.652 -1.563
C 6.871 0.059 0.021
C 0.921 -0.182 3.003
H -3.292 2.294 0.703
C 4.116 0.064 0.727
H 3.758 0.034 -1.398
H 3.182 -0.086 4.407
H 7.656 -0.907 4.611
C 5.714 0.060 4.107
H 11.156 -0.532 -1.527
C 2.679 0.082 1.033
N 8.192 0.077 -0.338
C 6.465 0.056 1.359
H 7.936 1.197 -2.110
O 0.030 0.219 2.264
C -2.863 2.182 -0.296
Cl -2.560 0.457 -0.588
Au -0.211 0.514 -0.018
H 9.073 -2.457 -0.680
N 4.734 0.008 3.050
C 5.553 -0.786 5.331
H 4.717 -1.466 5.398
C 6.632 -1.112 4.340
C 4.507 0.057 -0.619
C 5.115 0.036 1.727
H 8.828 -1.033 1.321
Cl -1.281 2.971 -0.356
C 9.837 -1.711 -0.445
H 10.006 0.132 0.694
C 2.425 -0.025 2.421
H 9.730 0.026 -3.360
H 9.477 1.384 -1.291
H 6.502 -1.993 3.729
H 10.739 -1.924 -2.301
O 1.884 0.183 0.075
H 6.118 1.061 4.226
C 9.230 -0.589 0.412
C 9.306 -0.430 -2.464
C 5.832 0.025 -0.955
N 10.364 -1.162 -1.719
H -3.521 2.578 -1.074
*
```

This record from OMol25 describes a molecular structure, C18H20AuN2O2PS. The level of theory is ωB97M-V with the def2-TZVPD basis set.

Summary:
Lowest unoccupied orbital energy = -0.03 eV
Frontier orbital gap = 7.712 eV

Geometry as ORCA input:
```
! RIJCOSX wB97M-V def2-TZVPD def2/J DEFGRID3
* xyz 0 1
C 0.787 -1.063 -3.638
H 1.990 2.102 2.236
H -3.740 -0.680 2.700
C 1.740 -1.759 -1.136
H -2.686 -4.034 -0.373
H 2.036 4.875 0.992
C -0.019 2.892 0.155
H 0.404 -0.800 -4.616
C 2.421 3.857 1.089
C -0.415 -0.927 3.212
H -2.012 -0.039 4.346
H 0.335 -0.691 3.947
C 2.396 3.173 -0.261
H 1.439 3.586 2.998
H 2.146 -2.078 -0.182
H -3.132 -1.913 0.690
P -0.574 -3.077 -0.285
H -0.597 2.779 2.041
C 1.549 3.073 2.045
H 3.606 -0.919 -1.776
C -3.288 -2.404 -1.571
H -1.056 -1.942 -3.029
C -2.702 -0.939 2.530
H 3.441 3.911 1.467
H 0.971 -1.937 1.928
C -2.354 -1.647 1.392
C -1.737 -0.573 3.444
C -1.023 -1.991 1.130
Au -2.169 0.563 -0.881
O -3.259 -1.099 -1.459
N 0.212 2.906 1.456
C 0.415 -2.060 -1.459
C -0.061 -1.628 2.064
C 2.095 -0.751 -3.294
O -4.233 -2.995 -2.065
C 2.571 -1.111 -2.039
C -0.040 -1.718 -2.734
H 2.744 -0.257 -4.007
C -2.181 -3.364 -1.072
H 0.776 2.943 -1.657
S -1.630 2.771 -0.496
H 2.911 3.763 -1.016
H 2.886 2.198 -0.204
N 1.010 3.004 -0.678
H -1.972 -4.003 -1.932
*
```

This record from OMol25 describes 3 unconnected molecules or ions with the total composition C18H20BrClFNO10S at a distorted geometry. The level of theory is ωB97M-V with the def2-TZVPD basis set.

Summary:
Lowest unoccupied orbital energy = -1.81 eV
Frontier orbital gap = 8.181 eV

Geometry as ORCA input:
```
! RIJCOSX wB97M-V def2-TZVPD def2/J DEFGRID3
* xyz 0 1
H -1.890 5.874 2.765
O -4.148 -1.637 2.864
H 0.963 2.924 -0.159
C -3.029 -4.403 0.261
O -2.257 3.294 3.161
N -2.105 -2.133 1.097
C 3.417 1.798 -4.039
O -0.635 1.761 1.563
Br -0.025 -2.068 -1.064
O -0.238 7.037 1.094
O 2.942 -0.301 -1.207
C 4.189 0.897 -4.909
O 5.179 -1.328 -5.245
H -3.593 -5.906 2.001
C -0.543 2.977 1.429
C -0.882 -1.445 0.617
H 3.201 2.788 -4.420
H 1.230 -3.435 3.016
O 4.593 1.241 -6.014
F -2.174 0.083 3.006
H -2.650 -4.393 2.618
H 1.324 -1.345 1.361
C -0.355 5.821 1.204
Cl -1.430 -5.230 -0.141
H 1.202 6.472 -0.451
H -3.854 -4.850 -0.463
C 3.007 1.397 -2.834
O 1.319 5.504 -0.567
H 5.360 -0.806 -6.057
H 4.270 -1.872 -2.831
O -3.778 0.087 0.936
O 2.279 2.238 -2.013
H -4.457 -4.184 2.118
C 3.316 0.032 -2.326
H -2.899 -2.394 -1.026
C 0.373 3.592 0.456
S -3.090 -0.916 1.942
H 0.886 -3.898 1.204
H -2.136 2.326 3.050
C -3.008 -2.739 0.082
H -4.125 -2.431 0.384
H 2.103 1.719 -1.198
H -0.556 -3.789 2.516
C 0.462 4.919 0.348
C -1.380 3.879 2.267
C -3.453 -4.735 1.839
C 4.475 -0.477 -4.412
H -0.996 -0.260 0.533
H 0.098 -1.042 2.760
C -1.289 5.206 2.160
C 0.284 -1.674 1.797
C 0.438 -3.302 2.134
C 4.067 -0.877 -3.206
*
```

This record from OMol25 describes a single C18H20BrN3O4 molecule. The level of theory is ωB97M-V with the def2-TZVPD basis set.

Summary:
Lowest unoccupied orbital energy = 0.63 eV
ΔE to the lowest compared entry with this formula, charge and spin = 0.21 kcal per mole
Frontier orbital gap = 8.239 eV

Geometry as ORCA input:
```
! RIJCOSX wB97M-V def2-TZVPD def2/J DEFGRID3
* xyz 0 1
C 1.646 -0.700 -1.505
H 1.545 1.738 -0.547
C -2.449 1.127 -7.460
C -0.873 -0.967 -4.945
H -0.603 1.462 0.703
C 0.118 -0.845 8.517
H 0.150 -1.817 -3.306
H -3.013 0.744 -8.309
H -1.154 -1.925 -5.354
H 1.586 -2.460 8.576
H 1.954 -1.396 -2.284
O -1.015 1.169 5.151
H 2.545 -0.364 -0.976
N 0.623 0.020 4.105
C -0.131 0.337 5.184
H 1.218 -0.801 4.089
C 1.047 -1.717 8.026
O -0.368 -0.050 7.566
H 0.137 2.461 -3.575
H 1.761 -1.916 5.940
H -0.801 0.702 2.766
C 1.131 -1.421 6.650
H -1.600 1.714 -7.827
C 0.644 1.407 -1.074
N 0.310 -0.418 0.509
O 1.275 -1.583 2.176
C 0.249 -0.394 6.413
C -1.283 0.184 -5.612
H 0.159 2.275 -1.516
Br -0.537 -0.616 10.245
H 0.819 1.417 2.563
C 0.715 -1.386 -0.495
H -3.098 1.767 -6.853
N 1.037 0.468 -2.101
C -0.319 0.748 -0.066
H -1.191 2.337 -5.580
C -0.161 1.486 -3.932
C 0.236 0.341 -3.241
H -1.221 0.427 -0.602
C 0.666 -0.597 1.791
O -2.023 -0.006 -6.744
C -0.912 1.417 -5.090
H 1.225 -2.206 0.013
C 0.274 0.491 2.790
H -0.181 -1.764 -0.997
C -0.134 -0.893 -3.783
*
```

This record from OMol25 describes a molecular structure, C18H20CaN3O2S. The level of theory is ωB97M-V with the def2-TZVPD basis set.

Summary:
Lowest unoccupied orbital energy = -3.13 eV
ΔE to the lowest compared entry with this formula, charge and spin = 4.40 kcal per mole
Frontier orbital gap = 7.393 eV

Geometry as ORCA input:
```
! RIJCOSX wB97M-V def2-TZVPD def2/J DEFGRID3
* xyz 1 1
C -2.487 1.980 0.288
C 6.110 2.752 0.224
C -0.755 -4.964 -1.629
N 1.108 2.477 0.236
C -4.886 2.005 0.343
H 0.135 -6.646 -0.544
H -0.092 4.505 0.341
C 2.026 1.548 0.004
H 2.989 4.041 0.485
H -1.613 4.551 1.253
H 7.149 3.051 0.281
H 0.219 -4.498 -1.794
Ca -0.205 -0.316 0.175
H 5.363 4.726 0.612
C -3.646 -0.015 0.283
C -1.129 4.185 0.345
H -5.786 0.044 0.341
C -3.681 2.690 0.327
O 1.783 0.313 -0.264
H -2.802 -4.284 -1.311
C -4.874 0.621 0.323
H -1.708 -2.958 -1.728
H 0.502 -4.670 0.866
H 4.182 0.023 -0.319
H -5.820 2.548 0.374
C 5.782 1.430 -0.037
C 4.452 1.049 -0.111
C -0.686 -5.936 -0.456
H 6.564 0.696 -0.185
H -3.598 -1.099 0.278
H -1.053 -5.451 -2.556
C 5.107 3.694 0.411
C -1.779 -3.915 -1.211
H -1.611 -6.513 -0.391
C -0.510 -5.072 0.788
H -1.642 4.631 -0.510
C -1.180 2.694 0.279
H -3.666 3.769 0.346
H -0.782 -5.551 1.725
N -2.478 0.626 0.262
O -0.546 -2.418 0.658
C 3.777 3.316 0.341
C 3.443 1.988 0.080
S -1.530 -3.583 0.561
N -0.147 1.936 0.215
*
```

This record from OMol25 describes a molecular structure, C18H20Cl2O4S2Ti at a distorted geometry. The level of theory is ωB97M-V with the def2-TZVPD basis set.

Summary:
Lowest unoccupied orbital energy (spin up / spin down) = -0.21 / -0.21 eV
Frontier orbital gap (spin up / spin down) = 5.415 / 5.273 eV

Geometry as ORCA input:
```
! RIJCOSX wB97M-V def2-TZVPD def2/J DEFGRID3
* xyz 0 1
C 4.404 0.021 3.434
H -4.956 7.351 -0.801
C -1.355 -1.621 -1.374
H -3.012 1.230 -0.781
C -3.685 5.517 1.540
H -1.830 3.632 -1.261
Cl 0.089 -0.186 2.214
O -0.590 1.863 0.082
S -1.728 2.030 1.138
H -4.711 7.817 0.889
C -0.801 -0.890 -2.642
C -1.940 -0.365 -3.515
H 3.675 -0.088 5.440
C 2.079 -0.076 4.017
H 0.469 -1.468 -4.303
C 4.068 0.070 2.096
H -2.302 0.576 -3.101
Cl 5.327 0.178 0.931
H 0.908 -2.209 -2.738
C 1.759 -0.057 2.670
C 2.729 0.026 1.662
H -0.510 -2.775 -3.632
H -1.610 -0.199 -4.539
S 2.356 0.065 -0.035
C -2.465 3.597 0.784
H 0.898 0.115 -2.499
H -2.559 -0.107 0.340
O -2.433 -2.183 -1.408
O -0.556 -1.588 -0.374
C 3.408 -0.047 4.398
O -0.012 0.225 -2.173
H -3.906 0.998 0.748
H 5.444 0.037 3.725
C -2.918 5.404 -0.730
Ti 0.006 0.134 -0.098
C -4.218 7.432 -0.001
H 1.289 -0.118 4.753
C -2.941 0.916 0.258
H -3.206 3.846 2.786
C 0.078 -1.897 -3.379
H -3.461 8.151 -0.316
C -3.596 6.098 0.275
H -4.210 6.041 2.325
H -2.756 -1.086 -3.514
H -2.826 5.843 -1.713
C -2.366 4.165 -0.488
C -3.125 4.285 1.804
*
```

This record from OMol25 describes a molecular structure, C18H20Cl32IO8PS at a distorted geometry. The level of theory is ωB97M-V with the def2-TZVPD basis set.

Summary:
Lowest unoccupied orbital energy = -0.13 eV
Frontier orbital gap = 9.911 eV

Geometry as ORCA input:
```
! RIJCOSX wB97M-V def2-TZVPD def2/J DEFGRID3
* xyz 0 1
H 0.696 2.731 0.546
C -4.617 1.548 0.022
Cl 2.809 0.619 -5.912
Cl 5.833 0.995 0.676
C -0.681 3.963 -2.604
Cl -0.159 -3.296 -6.974
H -4.250 0.538 -0.070
Cl 4.011 4.404 8.142
Cl 6.975 -7.073 7.158
Cl 7.380 -8.853 9.389
Cl 5.328 3.785 0.174
Cl -3.852 -1.936 -1.093
Cl 1.203 -5.601 -5.911
C -0.575 -1.745 3.325
Cl 3.780 -2.014 8.239
Cl 5.603 0.784 -6.625
H -2.535 0.871 -2.154
Cl 4.827 0.287 -3.891
H -2.517 -0.553 -4.323
Cl 1.308 -3.371 7.646
H 0.540 1.631 1.912
Cl -2.812 -4.476 -1.952
P -1.039 1.989 -4.250
H -6.200 1.756 -1.367
O 0.622 -0.772 -4.592
S -0.232 -0.558 -3.486
Cl -1.753 -2.704 2.432
Cl -0.344 -2.401 4.946
Cl 3.247 -2.923 5.557
Cl 6.086 3.010 6.707
C -3.553 2.407 0.690
C 4.412 -0.011 -5.585
Cl -3.603 -4.071 0.785
I -2.741 5.619 -4.354
H -4.752 0.403 -2.652
O -2.097 5.508 -1.506
Cl 4.439 -1.751 -5.893
C 0.095 1.967 0.993
H -3.761 2.537 1.746
H -0.864 3.221 -1.849
H -1.499 2.403 2.356
C -1.762 5.014 -2.545
H 0.041 1.112 0.338
Cl 0.962 -1.744 2.462
H -3.509 3.379 0.219
C -1.292 2.511 1.297
H -5.439 1.517 0.715
C 3.034 -3.286 7.270
Cl -1.213 -4.645 -4.664
H -2.881 2.603 -2.029
H -1.372 3.565 1.074
Cl -1.330 -5.919 -7.249
C 6.297 -7.655 8.680
H -4.917 2.006 -3.434
C -4.534 1.454 -2.590
O -0.495 3.441 -3.905
C -5.164 2.055 -1.334
Cl 3.293 1.843 -0.363
O -2.595 1.952 -3.980
C -3.041 1.709 -2.595
C -1.817 -1.245 -3.885
C 4.551 3.864 6.552
O -0.710 1.672 -5.617
Cl 4.720 -8.390 8.376
Cl -5.611 -4.230 -1.278
Cl 6.104 -6.299 9.792
Cl 3.345 2.774 5.860
H -5.116 3.132 -1.365
Cl 4.756 5.259 5.491
H -1.576 -1.970 -4.640
H -2.228 -1.782 -3.055
C 4.615 2.269 0.736
O 0.206 -1.148 -2.270
Cl -1.195 -0.094 3.430
Cl 4.104 2.503 2.410
H 0.220 4.474 -2.304
O -0.368 1.037 -3.126
C -0.371 -4.868 -6.206
C -3.981 -3.690 -0.887
Cl 3.792 -4.833 7.645
O -2.279 1.787 0.577
*
```

Please write out number 6 again, unchanged.
This record from OMol25 describes a single C18H20BrN3O4 molecule. The level of theory is ωB97M-V with the def2-TZVPD basis set.

Summary:
Lowest unoccupied orbital energy = 0.63 eV
ΔE to the lowest compared entry with this formula, charge and spin = 0.21 kcal per mole
Frontier orbital gap = 8.239 eV

Geometry as ORCA input:
```
! RIJCOSX wB97M-V def2-TZVPD def2/J DEFGRID3
* xyz 0 1
C 1.646 -0.700 -1.505
H 1.545 1.738 -0.547
C -2.449 1.127 -7.460
C -0.873 -0.967 -4.945
H -0.603 1.462 0.703
C 0.118 -0.845 8.517
H 0.150 -1.817 -3.306
H -3.013 0.744 -8.309
H -1.154 -1.925 -5.354
H 1.586 -2.460 8.576
H 1.954 -1.396 -2.284
O -1.015 1.169 5.151
H 2.545 -0.364 -0.976
N 0.623 0.020 4.105
C -0.131 0.337 5.184
H 1.218 -0.801 4.089
C 1.047 -1.717 8.026
O -0.368 -0.050 7.566
H 0.137 2.461 -3.575
H 1.761 -1.916 5.940
H -0.801 0.702 2.766
C 1.131 -1.421 6.650
H -1.600 1.714 -7.827
C 0.644 1.407 -1.074
N 0.310 -0.418 0.509
O 1.275 -1.583 2.176
C 0.249 -0.394 6.413
C -1.283 0.184 -5.612
H 0.159 2.275 -1.516
Br -0.537 -0.616 10.245
H 0.819 1.417 2.563
C 0.715 -1.386 -0.495
H -3.098 1.767 -6.853
N 1.037 0.468 -2.101
C -0.319 0.748 -0.066
H -1.191 2.337 -5.580
C -0.161 1.486 -3.932
C 0.236 0.341 -3.241
H -1.221 0.427 -0.602
C 0.666 -0.597 1.791
O -2.023 -0.006 -6.744
C -0.912 1.417 -5.090
H 1.225 -2.206 0.013
C 0.274 0.491 2.790
H -0.181 -1.764 -0.997
C -0.134 -0.893 -3.783
*
```